# C4H6O2

The molecule C4H6O2 in a non-equilibrium geometry (ωB97M-V/def2-TZVPD, the Open Molecules 2025 dataset).

Calculated values
2S+1 ... 1
Energy relative to the best compared isomer or geometry (same formula, charge and spin) ... 128.53 kcal per mole
LUMO (spin up / spin down) ... -0.7 / -1.0 eV
Total charge ... 0
HOMO (spin up / spin down) ... -9.40 / -9.11 eV

Each line ends with the natural charge from an NBO analysis.
CARTESIAN COORDINATES (ANGSTROEM)
C: 0.27480 -2.07959 -0.45308  -0.09
C: -0.09982 0.53609 0.50430  0.01
C: 0.67350 -0.56774 -0.14770  0.46
C: -0.30348 1.86658 -0.04962  -0.67
O: -0.53442 -2.25935 0.64636  -0.60
O: 1.20695 0.02153 0.92198  -0.38
H: -0.26461 -1.97173 -1.41791  0.16
H: 1.15756 -2.70257 -0.68845  0.18
H: -0.94077 0.28015 1.11054  0.22
H: -1.05698 2.08115 -0.88497  0.25
H: 0.65817 2.35336 -0.23519  0.23
H: -0.77089 2.44212 0.69373  0.22

---

# C4H6O2

A structure of composition C4H6O2 (ωB97M-V/def2-TZVPD, the Open Molecules 2025 dataset).

Calculated values
2S+1 ... 1
Energy relative to the best compared isomer or geometry (same formula, charge and spin) ... 111.23 kcal per mole
LUMO ... 0.6 eV
Total charge ... 0
HOMO ... -9.50 eV

Each line ends with the natural charge from an NBO analysis.
CARTESIAN COORDINATES (ANGSTROEM)
O: -1.84035 0.75457 -1.69496  -0.51
C: -0.72396 1.04792 -1.43305  0.44
O: 0.57655 -0.28478 -1.45321  -0.61
C: 0.30532 -0.13337 -0.20841  0.36
C: 1.02503 -0.30286 1.07418  -0.47
C: -0.36320 -0.94347 0.83022  -0.47
H: 0.03685 1.68713 -1.88114  0.21
H: -0.35485 1.08775 -0.18329  0.12
H: 1.90564 -0.94031 1.04608  0.24
H: 1.06859 0.50420 1.80019  0.23
H: -0.40931 -2.01275 0.64381  0.24
H: -1.19795 -0.53684 1.39568  0.23

---

# C4H6O2

The molecule C4H6O2 (ωB97M-V/def2-TZVPD, the Open Molecules 2025 dataset).

Calculated values
2S+1 ... 1
Energy relative to the best compared isomer or geometry (same formula, charge and spin) ... 26.22 kcal per mole
LUMO ... 0.6 eV
SMILES string ... CC(C=O)C=O
Total charge ... 0
HOMO ... -9.95 eV

Each line ends with the natural charge from an NBO analysis.
CARTESIAN COORDINATES (ANGSTROEM)
C: 0.24155 1.10836 -0.70817  -0.60
C: -0.25451 -0.27400 -0.26792  -0.44
C: 0.95918 -1.10738 0.12662  0.45
O: 1.40716 -1.12970 1.24716  -0.50
C: -1.14967 -0.18837 0.95529  0.45
O: -1.16792 0.75704 1.70008  -0.50
H: -0.57899 1.70502 -1.11687  0.22
H: 0.64318 1.63078 0.16280  0.24
H: 1.02393 1.03753 -1.47141  0.21
H: -0.79609 -0.78137 -1.07939  0.22
H: 1.44672 -1.67054 -0.69473  0.12
H: -1.77454 -1.08738 1.14654  0.11

---

# C4H6O2

A structure of composition C4H6O2 (ωB97M-V/def2-TZVPD, the Open Molecules 2025 dataset).

Calculated values
2S+1 ... 1
Energy relative to the best compared isomer or geometry (same formula, charge and spin) ... 109.92 kcal per mole
LUMO (spin up / spin down) ... -1.0 / -1.0 eV
Total charge ... 0
HOMO (spin up / spin down) ... -9.35 / -9.35 eV

Each line ends with the natural charge from an NBO analysis.
CARTESIAN COORDINATES (ANGSTROEM)
C: 1.54362 -0.14336 0.10520  -0.70
C: 0.07670 -0.02269 0.03827  0.23
C: -0.91142 0.97675 0.40522  -0.12
O: -2.03396 0.46873 -0.12420  -0.62
C: -0.90020 -0.92595 -0.60451  0.37
O: -0.95648 -1.55283 -1.63770  -0.59
H: 2.00361 0.61021 0.74863  0.24
H: 1.78298 -1.13938 0.49798  0.27
H: 1.97332 -0.10237 -0.90370  0.26
H: -1.25845 -1.33233 0.41143  0.20
H: -0.40208 1.69670 -0.32671  0.26
H: -0.91764 1.46651 1.39007  0.20